Entry 1:
Here is C2H7BeNPS as an isolated structure in a non-equilibrium geometry from OMol25. Energies are from ωB97M-V/def2-TZVPD.

```
13
Properties=species:S:1:pos:R:3:lowdin_charge:R:1
C 1.742 -0.973 0.017 -0.255
H -0.907 1.140 0.603 -0.091
S -1.784 -1.294 0.190 0.750
H 2.596 -1.202 -0.667 0.050
H 1.392 -1.892 0.537 0.047
Be -2.097 0.515 1.326 0.617
P 0.411 -0.154 -1.014 0.781
H 0.796 1.858 0.302 0.075
N -0.983 -1.133 -1.293 -0.603
C -0.094 1.403 -0.194 -0.300
H -0.533 2.121 -0.925 0.076
H -2.655 -0.185 0.379 -0.198
H 2.117 -0.204 0.739 0.051
```

Computed properties:
Highest occupied orbital energy   -12.4 eV
Max |F|   3.40 eV/Å
LUMO   -7.45 eV
Charge   +1
HOMO-LUMO gap   0.182 hartree

---

Entry 2:
Here is a 3-piece molecular cluster, C25H49B2N4O7 overall in a non-equilibrium geometry from OMol25. Energies are from ωB97M-V/def2-TZVPD.

```
87
Properties=species:S:1:pos:R:3:lowdin_charge:R:1
C 3.186 -2.873 -3.283 -0.038
H -1.386 1.003 5.357 0.095
H -1.600 -0.480 -3.168 0.103
H -4.179 3.097 -4.204 0.125
C -0.382 0.262 1.350 -0.477
O 3.342 -3.092 0.319 -0.024
H 5.901 -4.213 0.034 0.127
C -3.223 4.229 -1.130 0.079
C 0.844 -0.027 4.306 -0.030
H 1.355 0.295 5.213 0.089
H 4.250 -6.691 0.219 0.088
H -3.210 -0.081 -2.421 0.096
H 0.028 1.999 5.689 0.090
O -1.974 1.551 -2.693 0.081
C 3.652 -5.727 -2.104 -0.037
C -4.917 2.831 -1.445 -0.326
C 0.974 2.192 3.128 -0.127
H -5.351 6.002 0.697 0.118
H 1.344 -1.029 1.854 0.062
B -6.732 1.406 -1.228 -0.740
H 2.566 -5.790 -2.192 0.093
C -4.152 5.005 2.131 -0.150
C 5.568 -4.594 -0.936 -0.133
C -3.010 4.340 2.482 0.025
H 5.499 -1.801 -0.955 0.126
C 5.979 -3.599 -2.016 -0.173
C 0.568 1.331 0.806 -0.126
H 1.749 2.430 3.860 0.129
H 3.301 -0.750 -0.625 0.077
H -1.250 2.633 4.683 0.070
H 4.061 -5.294 1.249 0.079
C 0.353 -1.091 1.415 -0.026
C -0.695 1.726 4.921 -0.038
H 0.197 -0.862 4.576 0.097
H 4.028 -6.743 -1.981 0.087
H -2.093 4.929 2.585 0.078
H -2.194 -0.735 0.691 0.097
C -2.425 0.228 -3.120 -0.011
H 2.666 -5.936 0.371 0.092
C 3.671 -2.521 -1.862 -0.487
B -2.961 2.424 -2.946 -0.661
C 0.027 1.136 3.707 -0.484
H -6.125 3.726 0.000 0.198
C 2.980 -1.189 -1.571 -0.054
H -2.277 4.729 -1.242 0.161
H -5.823 0.820 0.313 0.131
H -2.987 3.271 2.699 0.039
H 0.426 3.124 2.949 0.119
C 1.630 1.755 1.819 -0.166
H 3.221 -0.461 -2.345 0.087
C -4.193 4.556 -0.284 -0.218
H -0.002 2.219 0.508 0.120
H 1.893 -1.301 -1.547 0.075
H 7.047 -3.386 -1.930 0.116
C -4.315 5.644 0.741 -0.112
O -7.940 1.864 -1.613 0.254
H 2.151 -3.218 -3.271 0.092
O -5.588 1.855 -1.999 0.256
H 5.453 -1.627 -2.695 0.126
H 2.217 2.580 1.410 0.116
H 1.056 0.964 -0.100 0.118
H -1.075 -0.338 -0.610 0.075
N -5.243 3.687 -0.491 0.253
H 0.521 -1.499 0.418 0.072
N -0.936 0.622 2.688 -0.050
H 6.099 -5.536 -1.092 0.128
H 4.057 -5.390 -3.055 0.058
H -2.052 0.927 0.094 0.064
C 5.187 -2.301 -1.878 -0.133
H -0.229 -1.829 1.968 0.099
H -3.622 6.472 0.552 0.131
O -1.855 1.523 2.509 -0.064
H 2.337 0.941 1.997 0.106
N -3.718 3.133 -1.839 0.189
H -4.984 5.073 2.835 0.100
C 3.736 -5.734 0.307 -0.045
O -3.282 2.739 -4.233 0.247
H -7.950 2.067 -2.556 0.133
C 4.061 -4.852 -0.901 -0.495
H -2.872 0.258 -4.120 0.099
H 3.794 -3.622 -3.784 0.060
H 5.837 -4.031 -3.010 0.104
N 3.267 -3.586 -0.887 -0.066
H 3.230 -1.996 -3.929 0.085
H 1.632 -0.396 3.655 0.062
C -1.492 0.021 0.331 -0.046
O -6.649 0.606 -0.146 0.265
```

Computed properties:
Highest occupied orbital energy (alpha / beta)   -10.2 / -10.9 eV
Max |F|   2.80 eV/Å
LUMO (alpha / beta)   -2.84 / -2.84 eV
Spin multiplicity   3
Charge   +1
HOMO-LUMO gap (alpha / beta)   0.272 / 0.296 hartree

---

Entry 3:
Here is a 2-piece molecular cluster, C18H9F6N2O4S2 overall in a non-equilibrium geometry from OMol25. Energies are from ωB97M-V/def2-TZVPD.

```
41
Properties=species:S:1:pos:R:3:lowdin_charge:R:1
F -3.105 5.941 4.869 0.069
C 1.711 -3.311 1.136 -0.268
H 0.381 1.389 0.859 0.078
C 0.653 -3.194 0.226 -0.038
S 0.387 0.775 -1.418 0.715
C -1.453 0.928 2.942 -0.114
F 1.856 2.902 -0.563 0.102
O -0.839 0.799 -2.181 -0.325
C -2.445 0.796 0.712 -0.014
C 2.096 -2.201 1.907 -0.033
C 2.448 -4.521 1.181 -0.222
C -2.699 -0.566 0.949 -0.067
C 0.597 -0.800 0.626 -0.315
H 0.272 -4.077 -0.288 0.116
C 0.114 0.518 0.283 -0.245
O -0.570 1.860 5.056 0.093
H -0.682 -1.861 -0.786 0.114
H -2.550 -2.192 2.378 0.111
N -1.545 3.293 3.397 -0.127
H -3.196 -1.172 0.186 0.114
C -1.951 3.061 1.995 -0.452
O -2.254 3.940 1.199 0.091
C -2.007 1.548 1.818 -0.158
C -1.437 -0.478 3.043 -0.008
C 1.527 -0.964 1.655 -0.050
C -3.334 4.693 5.385 -0.767
C 1.063 2.528 -1.602 -0.609
H -0.782 -1.048 3.706 0.126
O 1.519 -0.035 -1.784 -0.307
H -2.608 1.248 -0.277 0.128
H 2.925 -2.269 2.613 0.114
C -2.266 -1.162 2.150 -0.064
H 1.760 -0.075 2.238 0.119
N 3.090 -5.490 1.200 0.113
F -4.629 4.661 5.895 0.036
F 1.782 2.564 -2.740 0.113
S -3.262 3.360 4.111 1.129
C -1.072 2.010 3.950 -0.419
F -2.472 4.491 6.426 0.072
C 0.117 -1.958 -0.051 -0.052
F 0.017 3.388 -1.695 0.101
```

Computed properties:
Highest occupied orbital energy   -4.1 eV
Max |F|   2.66 eV/Å
LUMO   1.66 eV
Charge   -1
HOMO-LUMO gap   0.210 hartree

---

In the order shown, the computed E_tot values come out to -888.96983 -1777.18268 -2497.35655 Eh.